[1]
This record from OMol25 describes C2H6O4 in the gas phase at a distorted geometry. The level of theory is the ωB97M-V functional and the def2-TZVPD basis.

```
12
C2H6O4 | OMol25 | the ωB97M-V functional and the def2-TZVPD basis
C 1.3409 -0.7267 0.7036
O 0.7633 0.3958 0.0559
C -0.6690 0.2123 -0.2908
O -1.4942 -0.2282 0.7175
O -1.1198 1.4656 -0.6766
O -0.6147 -0.6280 -1.3739
H 0.7601 -1.0668 1.5667
H 1.4220 -1.5615 -0.0005
H 2.3359 -0.4680 1.0755
H -2.1055 0.5140 0.8393
H -0.3152 2.0057 -0.5974
H -0.3037 0.0858 -2.0191
```

Properties
ΔE to the lowest compared entry with this formula, charge and spin, kcal/mol: 16.7
E_tot, eV: -10360.7049
Molar mass, g mol⁻¹: 94.07
SMILES: COC(O)(O)O
HOMO energy, Eh: -0.3810

=====

[2]
This record from OMol25 describes C2H6O4 as an isolated structure at a distorted geometry. The level of theory is the ωB97M-V functional and the def2-TZVPD basis.

```
12
C2H6O4 | OMol25 | the ωB97M-V functional and the def2-TZVPD basis
C -1.5297 0.4027 0.4237
O -1.3694 -0.8353 0.7823
O -1.2931 -0.9704 -0.7227
O -2.6772 0.9173 0.0511
H -3.2055 0.2111 -0.3700
H -0.8117 1.1496 0.7540
C 2.1129 -0.1766 0.0528
O 1.1186 0.4976 -0.7043
H 0.4937 -0.1694 -1.0412
H 1.6763 -0.7640 0.8690
H 2.7700 0.5822 0.4768
H 2.7152 -0.8450 -0.5715
```

Properties
ΔE to the lowest compared entry with this formula, charge and spin, kcal/mol: 118.9
E_tot, eV: -10356.2727
Molar mass, g mol⁻¹: 94.07
HOMO energy, Eh: -0.3705

=====

[3]
This record from OMol25 describes C2H6OP2 in the gas phase at a distorted geometry. The level of theory is the ωB97M-V functional and the def2-TZVPD basis.

```
11
C2H6OP2 | OMol25 | the ωB97M-V functional and the def2-TZVPD basis
P -0.1872 -2.1145 0.8065
C -0.1633 -0.1960 0.6861
O -1.3963 0.4602 0.5631
C -0.6314 0.3309 -0.6050
P 0.2060 2.2242 -1.0252
H -0.1049 -2.2520 2.2815
H 1.1268 -2.2834 0.4619
H 0.4937 0.2843 1.2758
H -1.0670 -0.1715 -1.3825
H 0.2386 2.0165 -2.3583
H 1.4850 1.7013 -0.7037
```

Properties
ΔE to the lowest compared entry with this formula, charge and spin, kcal/mol: 48.2
E_tot, eV: -22792.7185
Molar mass, g mol⁻¹: 108.02
SMILES: P[C@@H]1O[C@H]1P
HOMO energy, Eh: -0.3516

=====

[4]
This record from OMol25 describes a 2-piece molecular cluster, C2H6OS overall at a distorted geometry. The level of theory is the ωB97M-V functional and the def2-TZVPD basis.

```
10
C2H6OS | OMol25 | the ωB97M-V functional and the def2-TZVPD basis
C 0.5021 0.4404 0.0958
C 1.8852 0.9182 -0.2421
O 2.1833 1.4178 -1.2931
H -0.0904 1.3590 -0.0619
H 0.2627 0.3174 1.1504
H 0.0881 -0.2823 -0.5944
H 2.5848 1.0152 0.6140
S -2.7068 -1.1648 0.1870
H -1.4597 -1.6390 0.0931
H -3.2494 -2.3819 0.0511
```

Properties
ΔE to the lowest compared entry with this formula, charge and spin, kcal/mol: 8.3
E_tot, eV: -15053.0719
Molar mass, g mol⁻¹: 78.14
SMILES: CC=O.S
HOMO energy, Eh: -0.3676

=====

Copy entry 1 word for word.
This record from OMol25 describes C2H6O4 in the gas phase at a distorted geometry. The level of theory is the ωB97M-V functional and the def2-TZVPD basis.

```
12
C2H6O4 | OMol25 | the ωB97M-V functional and the def2-TZVPD basis
C 1.3409 -0.7267 0.7036
O 0.7633 0.3958 0.0559
C -0.6690 0.2123 -0.2908
O -1.4942 -0.2282 0.7175
O -1.1198 1.4656 -0.6766
O -0.6147 -0.6280 -1.3739
H 0.7601 -1.0668 1.5667
H 1.4220 -1.5615 -0.0005
H 2.3359 -0.4680 1.0755
H -2.1055 0.5140 0.8393
H -0.3152 2.0057 -0.5974
H -0.3037 0.0858 -2.0191
```

Properties
ΔE to the lowest compared entry with this formula, charge and spin, kcal/mol: 16.7
E_tot, eV: -10360.7049
Molar mass, g mol⁻¹: 94.07
SMILES: COC(O)(O)O
HOMO energy, Eh: -0.3810